ORCA calculation (wB97M-V/def2-TZVPD) on an isolated ion of composition C23H34N3O5S and charge +1.

Each line ends with the natural charge from an NBO analysis.
CARTESIAN COORDINATES (ANGSTROEM)
C -2.1874 -5.0178 0.4851  -0.64
C -1.6270 -4.1273 -0.6184  -0.06
H -0.9497 -4.7051 -1.2515  0.21
H -2.4302 -3.7286 -1.2515  0.16
O -0.8159 -3.0800 -0.1163  -0.47
C -1.3701 -2.0168 0.5001  0.27
C -2.7208 -1.7187 0.5469  -0.30
C -3.1770 -0.5720 1.1997  -0.10
C -2.2651 0.2786 1.7998  -0.22
C -0.9081 0.0016 1.7601  -0.30
C -0.4381 -1.1298 1.1125  0.37
O 0.8409 -1.5280 1.0034  -0.48
C 1.9245 -0.7864 1.5340  -0.15
H 2.4458 -1.4393 2.2416  0.19
H 1.6134 0.1297 2.0413  0.24
C 2.8504 -0.3508 0.3885  0.69
O 2.4359 0.3714 -0.5067  -0.70
N 4.1025 -0.7990 0.4839  -0.59
H 4.3335 -1.4120 1.2502  0.41
C 5.2022 -0.5240 -0.4538  0.12
C 5.4386 0.9855 -0.5401  -0.62
H 5.5701 1.4064 0.4542  0.21
H 6.3329 1.1839 -1.1237  0.22
H 4.5964 1.4730 -1.0221  0.22
C 4.8448 -1.0914 -1.8286  -0.62
H 4.6970 -2.1671 -1.7686  0.21
H 5.6449 -0.8873 -2.5340  0.22
H 3.9303 -0.6334 -2.1944  0.23
C 6.4416 -1.2188 0.1056  -0.62
H 6.2750 -2.2902 0.1966  0.21
H 7.2855 -1.0640 -0.5601  0.23
H 6.7006 -0.8160 1.0826  0.21
H -0.2315 0.6967 2.2276  0.26
H -2.5996 1.1610 2.3258  0.21
C -4.6309 -0.2002 1.1892  -0.23
H -4.9514 0.1366 2.1769  0.24
H -5.2634 -1.0302 0.8723  0.23
N -4.8170 0.9399 0.2298  -0.54
H -4.0609 1.6280 0.4259  0.47
H -5.7216 1.3986 0.3721  0.43
C -4.6469 0.5585 -1.1964  -0.23
H -3.9343 -0.2682 -1.2271  0.24
H -5.6023 0.2293 -1.6058  0.23
C -4.0686 1.7420 -1.9740  -0.44
C -2.7743 2.1617 -1.3220  -0.06
C -2.7402 3.2580 -0.4632  -0.21
C -1.5619 3.5993 0.1847  -0.19
C -0.4355 2.8281 -0.0089  -0.33
C -0.4520 1.7279 -0.8459  -0.10
C -1.6233 1.4009 -1.5058  -0.22
H -1.6420 0.5550 -2.1761  0.22
H 0.4430 1.1412 -0.9776  0.26
S 1.0595 3.2620 0.8759  2.32
O 0.9506 4.6058 1.3472  -0.93
O 1.2836 2.2263 1.8572  -0.97
N 2.1735 3.1990 -0.3380  -1.09
H 2.4768 2.2463 -0.5144  0.43
H 2.9375 3.8407 -0.2116  0.42
H -1.4974 4.4592 0.8318  0.26
H -3.6173 3.8791 -0.3375  0.21
H -4.7771 2.5717 -1.9919  0.22
H -3.8915 1.4301 -3.0026  0.25
H -3.4406 -2.3859 0.0984  0.22
H -2.8371 -4.4585 1.1543  0.21
H -1.3711 -5.4327 1.0698  0.23
H -2.7523 -5.8336 0.0438  0.23

orbital gap: 8.24 eV
largest force on an atom: 0.016 hartree/bohr
highest occupied orbital energy: -10.9 eV
total energy: -1835.27607 a.u.
net charge: +1
SMILES: CCOc1cc(C[NH2+]CCc2ccc(S(N)(=O)=O)cc2)ccc1OCC(=O)NC(C)(C)C


ORCA calculation (wB97M-V/def2-TZVPD) on one molecule with the formula C23H34N4O5S2.

Each line ends with the natural charge from an NBO analysis.
CARTESIAN COORDINATES (ANGSTROEM)
C -6.4074 -0.1293 0.5871  -0.64
H -6.8748 -0.1735 -0.3924  0.20
H -6.5842 -1.0746 1.0956  0.21
H -6.8887 0.6599 1.1586  0.22
C -4.9028 0.1599 0.4862  -0.03
N -4.1222 -0.8775 -0.1880  -0.49
C -4.1461 -2.1686 0.4876  -0.21
H -4.2922 -1.9913 1.5562  0.20
C -2.8361 -2.9448 0.3092  -0.41
H -2.6332 -3.1097 -0.7495  0.20
H -2.9460 -3.9201 0.7854  0.22
C -1.6505 -2.2168 0.9378  -0.23
N -1.4048 -0.9744 0.2427  -0.63
C -0.1857 -0.5757 -0.1137  0.67
O 0.8402 -1.1828 0.1460  -0.67
C -0.1506 0.7682 -0.8646  -0.30
N 0.4829 1.7809 -0.0327  -0.45
C -0.3219 2.3778 0.8896  0.69
O -1.5123 2.1450 0.9511  -0.62
C 0.3578 3.3327 1.8413  -0.62
H -0.3949 3.9013 2.3837  0.26
H 0.9911 2.7881 2.5455  0.24
S 1.3977 4.5047 0.9265  0.29
C 2.4085 3.2740 0.1722  -0.20
C 3.7488 3.5465 -0.0709  -0.21
C 4.5672 2.5834 -0.6313  -0.19
C 4.0269 1.3476 -0.9307  -0.33
C 2.6964 1.0634 -0.7089  -0.24
C 1.8533 2.0311 -0.1673  0.21
H 2.3312 0.0792 -0.9502  0.27
S 5.0636 0.0378 -1.5862  2.34
O 4.3196 -0.6905 -2.5687  -0.93
O 6.3290 0.6044 -1.9485  -0.94
N 5.3380 -0.9869 -0.3089  -0.67
C 6.1162 -0.4474 0.7800  -0.27
H 6.9383 0.1213 0.3464  0.24
C 6.6362 -1.6205 1.6161  -0.07
H 7.1556 -1.2625 2.5065  0.20
O 5.5752 -2.4248 2.0738  -0.52
C 4.8246 -2.9423 0.9968  -0.07
H 4.0264 -3.5388 1.4398  0.20
C 4.2414 -1.8149 0.1421  -0.27
H 3.7391 -2.2106 -0.7391  0.24
H 3.5229 -1.2407 0.7437  0.20
H 5.4643 -3.5804 0.3704  0.17
H 7.3236 -2.2194 1.0014  0.17
H 5.5029 0.2117 1.4155  0.18
H 5.6081 2.7680 -0.8392  0.25
H 4.1329 4.5215 0.1852  0.23
H 0.4119 0.6626 -1.7926  0.23
H -1.1650 1.1119 -1.0776  0.23
H -2.2640 -0.4696 0.0135  0.45
H -0.7404 -2.8197 0.8784  0.23
H -1.8614 -2.0093 1.9938  0.19
H -4.9814 -2.7939 0.1330  0.18
C -4.4219 -0.9865 -1.6073  -0.22
H -3.7957 -1.7777 -2.0270  0.20
C -4.1195 0.3267 -2.3216  -0.40
C -4.9093 1.4654 -1.6879  -0.40
C -4.6283 1.5084 -0.1896  -0.42
H -5.2435 2.2736 0.2856  0.21
H -3.5838 1.7729 -0.0206  0.23
H -5.9756 1.3152 -1.8676  0.19
H -4.6292 2.4167 -2.1437  0.21
H -4.3680 0.2282 -3.3798  0.21
H -3.0508 0.5370 -2.2445  0.19
H -5.4723 -1.2713 -1.7828  0.17
H -4.5076 0.2193 1.5091  0.20

orbital gap: 9.14 eV
largest force on an atom: 0.020 hartree/bohr
highest occupied orbital energy: -8.7 eV
total energy: -2288.46471 a.u.
SMILES: C[C@@H]1CCCCN1CCCNC(=O)CN1C(=O)CSc2ccc(S(=O)(=O)N3CCOCC3)cc21


ORCA calculation (wB97M-V/def2-TZVPD) on C23H35AgN5O3SSe2 as an isolated structure.

Each line ends with the natural charge from an NBO analysis.
CARTESIAN COORDINATES (ANGSTROEM)
Ag 1.2758 0.7197 1.3074  0.61
O 2.5105 -2.7775 1.2285  -0.76
C 3.0916 -2.8215 2.4722  -0.04
C 2.7813 -1.7526 3.4870  -0.17
C 3.3056 -2.3277 4.8075  -0.04
O 3.1130 -1.4536 5.9332  -0.74
C 1.2304 -1.6467 3.7161  -0.55
Se -0.1176 -0.9567 2.4760  -0.57
C 3.5574 -0.4087 3.2662  -0.59
Se 3.7841 0.2836 1.4519  -0.56
H 2.6715 -1.8889 0.8720  0.49
H 4.1991 -2.8526 2.3268  0.15
H 2.8482 -3.8662 2.8227  0.16
H 4.4397 -2.5508 4.7356  0.15
H 2.8606 -3.3236 5.0141  0.17
H 3.1063 -0.5355 5.5556  0.47
H 1.0987 -1.1550 4.6540  0.20
H 0.8640 -2.6471 3.8819  0.20
H 4.5367 -0.4316 3.7543  0.20
H 3.0078 0.4306 3.7900  0.20
C -2.1063 -1.5472 -4.9875  -0.40
N -2.7096 -1.0708 -3.7215  -0.37
C -3.7540 -1.6599 -3.0993  -0.06
C -4.0795 -0.9738 -1.9945  -0.07
N -3.1293 0.0625 -1.9045  -0.40
C -2.3442 0.0070 -3.0036  0.30
S -1.2881 1.1931 -3.5117  -0.34
C -3.1864 1.1605 -1.0215  0.35
C -2.3790 1.1303 0.0967  -0.24
C -2.4839 2.1486 1.0086  -0.14
C -3.2581 3.2313 0.7122  -0.26
C -4.1229 3.1283 -0.3549  0.02
N -4.1370 2.0815 -1.1964  -0.42
H -2.0031 -0.7519 -5.7307  0.23
H -2.7674 -2.2710 -5.4366  0.20
H -1.0936 -1.9773 -4.7848  0.24
H -4.2799 -2.5009 -3.5542  0.22
H -4.8661 -1.1239 -1.2682  0.24
H -1.7921 0.2579 0.2438  0.25
H -1.9179 2.0517 1.9562  0.25
H -3.2953 4.0884 1.4070  0.22
H -4.8733 3.8792 -0.6036  0.19
C -0.6762 5.1129 -2.5184  -0.64
C 0.0652 4.4250 -1.4318  0.16
C 0.7640 5.0779 -0.4838  -0.38
C 1.3488 4.0340 0.3435  0.18
N 0.9047 2.8730 -0.0643  -0.32
N 0.1082 3.0956 -1.1681  -0.38
C 2.2710 4.1552 1.5800  -0.64
H -1.8103 5.2179 -2.3262  0.22
H -0.7554 4.5254 -3.4026  0.23
H -0.2197 6.0928 -2.6304  0.22
H 0.8578 6.1562 -0.4594  0.21
H -0.2770 2.3036 -1.7450  0.45
H 3.2077 4.5586 1.1523  0.22
H 2.4246 3.1929 2.1013  0.25
H 1.7898 4.8944 2.2751  0.21
C -0.2918 -3.9631 -0.5405  -0.44
C 0.9178 -4.1666 -1.4696  -0.43
C 1.0507 -2.8085 -2.1256  -0.06
O -0.2431 -2.3193 -2.3092  -0.56
C -1.1384 -2.9053 -1.3346  -0.07
H 0.0416 -3.6126 0.4288  0.26
H -0.9150 -4.8220 -0.3615  0.20
H 0.8105 -4.9436 -2.2369  0.18
H 1.8262 -4.4562 -0.9466  0.23
H 1.5456 -2.8362 -3.1045  0.17
H 1.5652 -2.0724 -1.5040  0.18
H -1.9894 -3.3080 -1.8361  0.16
H -1.4808 -2.0829 -0.6861  0.18

orbital gap: 5.98 eV
largest force on an atom: 0.051 hartree/bohr
highest occupied orbital energy: -3.6 eV
total energy: -6744.96844 a.u.
net charge: -1